# 1
DFT (ωB97M-V/def2-TZVPD) results for 2 unconnected molecules or ions with the total composition CHF3O2P in a non-equilibrium geometry.

Bonds (Å) are listed after each position.
Positions of all 8 atoms, in Å:
1 C -0.80 -0.16 0.10  F5 1.294, F6 1.305, P7 1.852
2 O 0.99 1.30 1.16  P7 1.489
3 O 1.04 1.02 -1.39  P7 1.434
4 F -0.94 -2.10 -0.39  no bonds
5 F -1.59 0.39 -0.76  C1 1.294
6 F -1.33 -0.05 1.29  C1 1.305
7 P 0.94 0.46 -0.07  C1 1.852, O2 1.489, O3 1.434, H8 1.513
8 H 1.68 -0.85 0.06  P7 1.513

Calculated values
E_LUMO (alpha / beta): 4.4 / 0.1 eV
charge: -1
HOMO level (alpha / beta): -2.5978 / -6.0252 eV
spin multiplicity: 3
orbital gap (alpha / beta): 0.25729 / 0.22659 Eh



# 2
DFT (ωB97M-V/def2-TZVPD) results for 10 unconnected molecules or ions with the total composition C33H73NO29S7 in a non-equilibrium geometry.

Bonds (Å) are listed after each position.
Positions of all 143 atoms, in Å:
1 C 1.54 0.44 -0.15  O2 1.427, H7 1.090, H8 1.090, H9 1.090
2 O 0.58 0.64 0.88  C1 1.427, C3 1.324
3 C -0.40 -0.24 1.02  O2 1.324, O4 1.223, O5 1.312
4 O -0.58 -1.33 0.49  C3 1.223
5 O -1.29 0.27 1.84  C3 1.312, C6 1.429
6 C -2.54 -0.38 2.05  O5 1.429, H10 1.090, H11 1.090, H12 1.090
7 H 2.34 1.13 0.11  C1 1.090
8 H 1.02 0.78 -1.05  C1 1.090
9 H 1.98 -0.55 -0.31  C1 1.090
10 H -2.42 -1.30 2.63  C6 1.090
11 H -3.08 -0.60 1.13  C6 1.090
12 H -3.12 0.27 2.70  C6 1.090
13 C -1.47 -2.90 5.20  O14 1.444, H19 1.090, H20 1.090, H21 1.090
14 O -0.64 -3.27 4.08  C13 1.444, C15 1.347
15 C 0.43 -2.48 3.87  O14 1.347, O16 1.216, O17 1.312
16 O 0.59 -1.37 4.34  C15 1.216
17 O 1.14 -2.96 2.87  C15 1.312, C18 1.420
18 C 2.35 -2.39 2.38  O17 1.420, H22 1.090, H23 1.090, H24 1.090
19 H -1.69 -1.83 5.13  C13 1.090
20 H -1.10 -3.20 6.19  C13 1.090
21 H -2.46 -3.30 4.98  C13 1.090
22 H 2.26 -1.30 2.38  C18 1.090
23 H 2.57 -2.64 1.34  C18 1.090
24 H 3.21 -2.70 2.97  C18 1.090
25 C 0.81 1.94 3.48  C26 1.366, C30 1.408, H34 1.080
26 C 2.16 2.15 3.42  C25 1.366, C27 1.411, H35 1.080
27 C 2.66 3.45 3.19  C26 1.411, C28 1.360, H36 1.080
28 C 1.82 4.51 3.05  C27 1.360, C29 1.388, N31 1.488
29 C 0.45 4.30 3.02  C28 1.388, C30 1.383, H37 1.080
30 C -0.04 3.01 3.13  C25 1.408, C29 1.383, H38 1.080
31 N 2.41 5.86 2.81  C28 1.488, O32 1.216, O33 1.236
32 O 1.61 6.76 2.65  N31 1.216
33 O 3.63 5.91 2.62  N31 1.236
34 H 0.47 0.94 3.70  C25 1.080
35 H 2.91 1.37 3.45  C26 1.080
36 H 3.71 3.70 3.17  C27 1.080
37 H -0.25 5.10 2.81  C29 1.080
38 H -1.05 2.66 3.00  C30 1.080
39 O -0.96 6.42 0.59  S40 1.460
40 S -0.51 5.51 -0.46  O39 1.460, O41 1.460, O42 1.683, C45 1.896
41 O -0.52 5.96 -1.85  S40 1.460
42 O 1.05 5.08 -0.02  S40 1.683, C43 1.440
43 C 1.79 4.20 -0.88  O42 1.440, C44 1.575, H46 1.090, H47 1.090
44 C 3.22 3.75 -0.39  C43 1.575, H48 1.090, H49 1.090, H50 1.090
45 C -1.39 3.85 -0.19  S40 1.896, H51 1.090, H52 1.090, H53 1.090
46 H 2.03 4.51 -1.90  C43 1.090
47 H 1.23 3.27 -0.96  C43 1.090
48 H 3.69 3.00 -1.02  C44 1.090
49 H 3.19 3.35 0.63  C44 1.090
50 H 3.91 4.58 -0.25  C44 1.090
51 H -0.93 3.13 -0.86  C45 1.090
52 H -2.45 3.98 -0.44  C45 1.090
53 H -1.32 3.59 0.87  C45 1.090
54 O -5.04 -1.98 0.29  S55 1.474
55 S -4.78 -3.26 0.97  O54 1.474, O56 1.471, O57 1.669, C60 1.914
56 O -3.99 -3.34 2.21  S55 1.471
57 O -6.23 -4.06 1.12  S55 1.669, C58 1.382
58 C -7.38 -3.61 0.49  O57 1.382, C59 1.584, H61 1.090, H62 1.090
59 C -8.26 -2.67 1.41  C58 1.584, H63 1.090, H64 1.090, H65 1.090
60 C -3.99 -4.39 -0.35  S55 1.914, H66 1.090, H67 1.090, H68 1.090
61 H -8.02 -4.48 0.35  C58 1.090
62 H -7.12 -3.18 -0.47  C58 1.090
63 H -8.44 -3.14 2.37  C59 1.090
64 H -9.14 -2.38 0.82  C59 1.090
65 H -7.79 -1.70 1.58  C59 1.090
66 H -2.97 -4.01 -0.44  C60 1.090
67 H -4.73 -4.30 -1.14  C60 1.090
68 H -4.08 -5.36 0.13  C60 1.090
69 O -2.25 0.68 -4.97  S70 1.455
70 S -2.78 -0.02 -3.81  O69 1.455, O71 1.478, O72 1.672, C75 1.811
71 O -3.66 0.53 -2.76  S70 1.478
72 O -3.51 -1.40 -4.40  S70 1.672, C73 1.428
73 C -4.42 -2.16 -3.60  O72 1.428, C74 1.525, H76 1.090, H77 1.090
74 C -4.49 -3.48 -4.35  C73 1.525, H78 1.090, H79 1.090, H80 1.090
75 C -1.51 -0.96 -2.94  S70 1.811, H81 1.090, H82 1.090, H83 1.090
76 H -5.44 -1.78 -3.55  C73 1.090
77 H -3.95 -2.35 -2.63  C73 1.090
78 H -5.17 -4.24 -3.97  C74 1.090
79 H -3.49 -3.91 -4.50  C74 1.090
80 H -4.91 -3.36 -5.35  C74 1.090
81 H -1.90 -1.45 -2.05  C75 1.090
82 H -0.65 -0.34 -2.66  C75 1.090
83 H -1.28 -1.70 -3.71  C75 1.090
84 O -7.25 2.86 -0.96  S85 1.469
85 S -6.86 2.59 0.43  O84 1.469, O86 1.462, O87 1.643, C90 1.787
86 O -6.71 3.65 1.42  S85 1.462
87 O -7.84 1.47 1.13  S85 1.643, C88 1.380
88 C -9.22 1.59 1.11  O87 1.380, C89 1.517, H91 1.090, H92 1.090
89 C -9.71 1.18 2.49  C88 1.517, H93 1.090, H94 1.090, H95 1.090
90 C -5.41 1.54 0.36  S85 1.787, H96 1.090, H97 1.090, H98 1.090
91 H -9.62 1.07 0.25  C88 1.090
92 H -9.50 2.62 0.91  C88 1.090
93 H -10.75 1.48 2.61  C89 1.090
94 H -9.14 1.61 3.32  C89 1.090
95 H -9.73 0.09 2.52  C89 1.090
96 H -4.54 1.94 -0.15  C90 1.090
97 H -5.70 0.74 -0.31  C90 1.090
98 H -5.17 1.23 1.38  C90 1.090
99 O 5.65 -4.27 -3.46  S100 1.479
100 S 6.82 -3.41 -3.16  O99 1.479, O101 1.493, O102 1.667, C105 1.841
101 O 7.09 -2.20 -4.00  S100 1.493
102 O 6.73 -3.02 -1.54  S100 1.667, C103 1.407
103 C 5.97 -3.88 -0.72  O102 1.407, C104 1.566, H106 1.090, H107 1.090
104 C 4.47 -3.46 -0.74  C103 1.566, H108 1.090, H109 1.090, H110 1.090
105 C 8.28 -4.53 -3.12  S100 1.841, H111 1.090, H112 1.090, H113 1.090
106 H 6.55 -3.94 0.20  C103 1.090
107 H 6.03 -4.92 -1.02  C103 1.090
108 H 4.03 -3.92 -1.62  C104 1.090
109 H 4.32 -2.39 -0.56  C104 1.090
110 H 3.88 -3.92 0.05  C104 1.090
111 H 8.36 -5.01 -4.10  C105 1.090
112 H 8.16 -5.25 -2.32  C105 1.090
113 H 9.22 -4.05 -2.86  C105 1.090
114 O -0.06 2.58 -3.51  S115 1.497
115 S 1.21 2.11 -4.13  O114 1.497, O116 1.478, O117 1.611, C120 1.829
116 O 2.38 3.01 -4.05  S115 1.478
117 O 1.51 0.59 -3.67  S115 1.611, C118 1.458
118 C 2.77 -0.03 -4.08  O117 1.458, C119 1.547, H121 1.090, H122 1.090
119 C 3.41 -0.77 -2.88  C118 1.547, H123 1.090, H124 1.090, H125 1.090
120 C 0.92 1.86 -5.92  S115 1.829, H126 1.090, H127 1.090, H128 1.090
121 H 3.52 0.65 -4.48  C118 1.090
122 H 2.54 -0.74 -4.87  C118 1.090
123 H 3.89 -0.17 -2.11  C119 1.090
124 H 4.20 -1.41 -3.29  C119 1.090
125 H 2.64 -1.49 -2.60  C119 1.090
126 H 1.79 1.38 -6.37  C120 1.090
127 H 0.65 2.76 -6.46  C120 1.090
128 H -0.05 1.37 -6.00  C120 1.090
129 O 5.32 -1.70 2.34  S130 1.487
130 S 5.71 -0.47 1.59  O129 1.487, O131 1.460, O132 1.680, C135 1.811
131 O 4.77 0.12 0.65  S130 1.460
132 O 6.30 0.63 2.72  S130 1.680, C133 1.434
133 C 6.45 1.96 2.21  O132 1.434, C134 1.524, H136 1.090, H137 1.090
134 C 6.85 2.96 3.29  C133 1.524, H138 1.090, H139 1.090, H140 1.090
135 C 7.26 -0.74 0.70  S130 1.811, H141 1.090, H142 1.090, H143 1.090
136 H 5.54 2.22 1.66  C133 1.090
137 H 7.37 1.84 1.63  C133 1.090
138 H 7.19 3.95 3.00  C134 1.090
139 H 7.69 2.51 3.81  C134 1.090
140 H 6.01 3.11 3.97  C134 1.090
141 H 7.36 0.07 -0.02  C135 1.090
142 H 7.16 -1.80 0.43  C135 1.090
143 H 8.10 -0.65 1.38  C135 1.090

Calculated values
E_LUMO (alpha / beta): -4.2 / -8.3 eV
charge: +1
HOMO level (alpha / beta): -12.0866 / -12.0866 eV
spin multiplicity: 2
orbital gap (alpha / beta): 0.29001 / 0.13998 Eh



# 3
DFT (ωB97M-V/def2-TZVPD) results for 2 unconnected molecules or ions with the total composition C4H3I in a non-equilibrium geometry.

Bonds (Å) are listed after each position.
Positions of all 8 atoms, in Å:
1 C 2.51 1.34 -0.32  C2 1.215, H6 1.060
2 C 1.61 0.54 -0.22  C1 1.215, C4 1.398
3 C 0.44 -1.79 -0.11  C4 1.241, H7 1.055
4 C 0.86 -0.63 -0.02  C2 1.398, C3 1.241
5 I -4.56 0.48 0.06  H8 1.459
6 H 3.03 2.26 -0.40  C1 1.060
7 H -0.33 -2.51 -0.09  C3 1.055
8 H -3.56 0.32 1.11  I5 1.459

Calculated values
E_LUMO: 0.4 eV
HOMO level: -9.8116 eV
SMILES: C#CC#C.I
orbital gap: 0.37616 Eh



# 4
DFT (ωB97M-V/def2-TZVPD) results for 2 unconnected molecules or ions with the total composition C4H12S in a non-equilibrium geometry.

Bonds (Å) are listed after each position.
Positions of all 17 atoms, in Å:
1 C -1.69 -1.65 2.89  C2 1.557, H3 1.092, H4 1.086, H5 1.082
2 C -0.67 -0.68 2.22  C1 1.557, H6 1.082, H7 1.096, H8 1.092
3 H -2.27 -2.09 2.08  C1 1.092
4 H -1.13 -2.46 3.34  C1 1.086
5 H -2.31 -1.07 3.56  C1 1.082
6 H -0.16 -1.05 1.34  C2 1.082
7 H -1.24 0.17 1.84  C2 1.096
8 H -0.08 -0.24 3.02  C2 1.092
9 C 0.08 1.70 -2.25  S11 1.770, H12 1.094, H13 1.087, H14 1.102
10 C 1.91 -0.10 -0.94  S11 1.822, H15 1.084, H16 1.086, H17 1.091
11 S 0.16 0.42 -1.03  C9 1.770, C10 1.822
12 H 0.90 1.80 -2.97  C9 1.094
13 H -0.84 1.68 -2.82  C9 1.087
14 H 0.07 2.72 -1.83  C9 1.102
15 H 2.47 0.50 -0.25  C10 1.084
16 H 2.29 -0.19 -1.96  C10 1.086
17 H 1.85 -1.13 -0.58  C10 1.091

Calculated values
E_LUMO: 1.1 eV
HOMO level: -8.4582 eV
SMILES: CSC.CC
orbital gap: 0.34948 Eh



# 5
DFT (ωB97M-V/def2-TZVPD) results for 2 unconnected molecules or ions with the total composition C5H16N2O in a non-equilibrium geometry.

Bonds (Å) are listed after each position.
Positions of all 24 atoms, in Å:
1 C -0.75 -0.86 -1.43  N2 1.534, H8 1.153, H9 1.176, H10 1.058
2 N -0.15 0.53 -1.21  C1 1.534, C3 1.515, C4 1.459
3 C 1.22 0.45 -1.85  N2 1.515, H11 1.015, H12 1.043, H13 1.095
4 C 0.05 0.77 0.22  N2 1.459, C5 1.487, H14 1.153, H15 1.185
5 C 0.48 -0.38 1.06  C4 1.487, N6 1.578, H16 1.164, H17 1.047
6 N -0.79 -0.96 1.79  C5 1.578, C7 1.531, H18 1.023
7 C -0.29 -2.09 2.69  N6 1.531, H19 1.082, H20 1.092, H21 1.215
8 H -1.73 -0.85 -0.82  C1 1.153
9 H -0.09 -1.76 -1.06  C1 1.176
10 H -0.92 -0.89 -2.48  C1 1.058
11 H 1.06 0.22 -2.82  C3 1.015
12 H 1.59 1.41 -1.72  C3 1.043
13 H 2.10 -0.04 -1.40  C3 1.095
14 H 0.89 1.56 0.24  C4 1.153
15 H -0.94 1.35 0.52  C4 1.185
16 H 1.21 -0.15 1.93  C5 1.164
17 H 0.94 -1.27 0.74  C5 1.047
18 H -1.29 -0.23 2.31  N6 1.023
19 H -0.08 -1.83 3.71  C7 1.082
20 H -0.94 -2.96 2.53  C7 1.092
21 H 0.80 -2.35 2.24  C7 1.215
22 H -0.64 3.68 -1.00  O24 0.984
23 H -1.20 3.08 -2.19  O24 0.869
24 O -0.51 3.56 -1.97  H22 0.984, H23 0.869

Calculated values
E_LUMO: 0.9 eV
HOMO level: -8.8135 eV
SMILES: CNCCN(C)C.O
orbital gap: 0.35658 Eh



# 6
DFT (ωB97M-V/def2-TZVPD) results for 2 unconnected molecules or ions with the total composition CH2N2O2 in a non-equilibrium geometry.

Bonds (Å) are listed after each position.
Positions of all 7 atoms, in Å:
1 C -0.19 -0.35 0.02  N2 1.218, H6 1.091, H7 1.096
2 N -1.08 -1.17 -0.13  C1 1.218
3 N -3.09 0.02 0.04  O4 1.180, O5 1.168
4 O -2.73 1.15 -0.03  N3 1.180
5 O -4.09 -0.57 0.15  N3 1.168
6 H 0.84 -0.69 0.07  C1 1.091
7 H -0.36 0.73 0.10  C1 1.096

Calculated values
E_LUMO (alpha / beta): -0.4 / -0.8 eV
HOMO level (alpha / beta): -9.7423 / -9.8986 eV
orbital gap (alpha / beta): 0.34316 / 0.33468 Eh